Entry 1:
Entry from the Open Molecules 2025 dataset: C36H24Cl3FInN3O4SSe as an isolated structure (the ωB97M-V functional and the def2-TZVPD basis).

Positions of all 74 atoms, in Å:
In -0.94903 1.79473 0.08666
Cl 3.31210 -0.20964 6.26541
C 2.33419 0.50667 4.99732
C 2.93860 1.01588 3.85565
C 2.16210 1.56558 2.86374
C 0.74149 1.63977 2.94625
O 0.08055 2.21897 2.01355
C 0.16097 1.09254 4.14408
C -1.29014 1.11417 4.35099
N -2.10684 0.78083 3.45509
C -3.47513 0.89770 3.49222
C -4.31116 -0.19557 3.53870
C -5.69841 -0.04902 3.37638
C -6.25034 1.16743 3.08659
C -5.42979 2.31519 3.02442
C -5.91061 3.60149 2.69796
C -5.07100 4.67277 2.77368
C -3.74612 4.46197 3.20409
N -3.24545 3.28297 3.44880
C -4.04715 2.20315 3.31076
C 0.96473 0.55573 5.14519
H 4.01613 0.97304 3.75467
H 2.61444 1.94358 1.95388
H -1.63881 1.41821 5.35119
H -3.88074 -1.17889 3.68014
H -6.32888 -0.92566 3.47007
H -7.31349 1.27454 2.90125
H -6.93844 3.71085 2.37020
H -5.39598 5.66575 2.49386
H -3.07305 5.30056 3.35241
H 0.49705 0.13507 6.02859
Cl 0.51865 -1.25674 1.10240
C -0.74394 -2.39578 0.85285
C -0.43817 -3.71723 1.13254
C -1.38448 -4.71260 0.97534
C -2.64420 -4.37286 0.51474
C -2.93547 -3.05436 0.22335
Cl -4.51721 -2.71212 -0.39889
C -2.02220 -1.98459 0.39297
S -2.56119 -0.37641 0.04219
H 0.55865 -3.95357 1.48254
H -1.14085 -5.74462 1.19108
H -3.40640 -5.12780 0.37405
C 3.96756 1.24863 -5.98980
C 4.34295 0.11949 -5.02748
C 4.38705 -1.20550 -5.77976
C 4.52808 -2.36646 -4.80235
C 3.31015 -2.37970 -3.92119
C 2.72384 -3.54363 -3.47129
C 1.61983 -3.47622 -2.63144
F 1.09301 -4.64168 -2.18652
C 1.06866 -2.28238 -2.25028
C 1.65301 -1.09301 -2.69420
C 1.08991 0.21031 -2.25812
O -0.05669 0.28384 -1.83457
C 2.02835 1.30874 -2.38821
C 3.07217 1.18519 -3.23136
N 3.37925 0.04495 -3.92550
C 2.77643 -1.13980 -3.53359
C 1.93357 2.61507 -1.57724
O 2.79536 3.46900 -1.83325
O 1.01406 2.67779 -0.72867
H 4.54768 1.16182 -6.91042
H 4.15841 2.22855 -5.55657
H 2.90742 1.18430 -6.23759
H 5.33685 0.32101 -4.60656
H 5.21579 -1.18478 -6.48964
H 3.45795 -1.32592 -6.34423
H 5.42231 -2.21956 -4.18665
H 4.63080 -3.31714 -5.32799
H 3.12835 -4.50976 -3.74745
H 0.19944 -2.24399 -1.60658
H 3.71699 2.04487 -3.36509
Se -2.45351 3.48428 -0.87531

* ΔE to the lowest compared entry with this formula, charge and spin: 86.9 kJ/mol
* total charge: -2
* electronic energy: -172026.690 eV

Entry 2:
Entry from the Open Molecules 2025 dataset: C36H25Cl2CrIN9O4 as an isolated structure in a non-equilibrium geometry (the ωB97M-V functional and the def2-TZVPD basis).

Positions of all 78 atoms, in Å:
Cr 1.41989 -0.72129 0.96226
Cl 5.99962 -0.58448 6.08490
C 4.97980 -1.09977 4.81336
C 3.95630 -0.28854 4.37421
C 3.19592 -0.64679 3.27647
N 2.23576 0.14026 2.69407
C 1.82823 1.23684 3.31542
O 1.93930 1.53321 4.51344
C 1.23368 2.32174 2.46804
C 0.07505 2.88541 2.99543
C -0.57689 3.83393 2.24766
C 0.00261 4.32800 1.08467
C 1.25048 3.75715 0.65693
N 1.84480 2.75673 1.32429
C 3.43470 -1.93467 2.70359
C 4.37150 -2.77038 3.23266
C 5.14092 -2.37726 4.31734
Cl 6.34549 -3.46122 4.89898
N 2.70528 -2.18166 1.53328
C 2.95012 -3.33557 0.83754
O 3.32347 -4.45751 1.27028
C 2.82599 -3.22633 -0.65535
C 2.18450 -4.27024 -1.33949
C 2.05806 -4.23431 -2.72487
C 2.74523 -3.19235 -3.34926
C 3.45814 -2.29545 -2.57902
N 3.47707 -2.29323 -1.25323
H 3.93548 0.71098 4.80348
H -0.39999 2.53174 3.87373
H -1.50905 4.26037 2.53247
H -0.54941 4.99767 0.44299
H 1.76245 4.06494 -0.27129
H 4.48899 -3.76302 2.85771
H 1.73193 -5.08810 -0.75161
H 1.47737 -4.96979 -3.32614
H 2.67998 -3.08050 -4.41823
H 3.92373 -1.42211 -3.09294
C 0.75003 1.47010 -1.74676
C -0.32226 1.11723 -0.71954
N -0.10962 0.66521 0.49614
C -1.35297 0.28051 0.98524
C -2.28246 0.46641 -0.00106
N -1.65097 1.01202 -1.04217
C -2.14583 1.05841 -2.38031
N -2.48175 2.40957 -2.77383
N -1.84716 2.95298 -3.84974
N -2.32949 4.09538 -4.05498
C -3.20099 4.41732 -3.04529
C -3.85853 5.61819 -2.71469
C -4.58865 5.65550 -1.52786
C -4.71885 4.49215 -0.70972
C -4.09641 3.30077 -1.02836
C -3.34846 3.27781 -2.22404
H 1.62865 1.76111 -1.25154
H 0.38952 2.30144 -2.34731
H 0.96542 0.55648 -2.34570
H -1.46341 0.00615 1.97646
H -3.30410 0.18356 -0.05602
H -3.05093 0.44624 -2.43584
H -1.43871 0.64118 -3.05979
H -3.69733 6.42885 -3.38208
H -5.13452 6.57181 -1.29718
H -5.32739 4.45487 0.19692
H -4.15505 2.48579 -0.35151
I -5.14173 -5.58758 0.46508
C -3.49453 -4.33907 -0.09210
C -2.34792 -4.20298 0.70245
C -1.30371 -3.42037 0.23465
C -1.41872 -2.79142 -1.01647
C -2.55727 -2.91327 -1.77226
C -3.60436 -3.64990 -1.27275
C -0.29684 -1.83225 -1.47443
O -0.43129 -1.25204 -2.53312
O 0.64390 -1.68706 -0.65135
H -2.32418 -4.70611 1.65613
H -0.40295 -3.30155 0.77705
H -2.59598 -2.45524 -2.76248
H -4.49868 -3.65256 -1.92359

* ΔE to the lowest compared entry with this formula, charge and spin: 107.5 kJ/mol
* spin multiplicity: 5
* total charge: -1
* electronic energy: -120910.321 eV

Entry 3:
Entry from the Open Molecules 2025 dataset: C36H25F4N8OS5V as an isolated structure in a non-equilibrium geometry (the ωB97M-V functional and the def2-TZVPD basis).

Positions of all 80 atoms, in Å:
V 14.04746 16.82693 12.06107
C 13.17647 19.50402 12.93109
N 13.88118 18.62744 12.02164
C 14.77238 19.41847 11.17530
C 16.05223 18.67273 10.91651
N 15.73578 17.25062 10.62326
C 15.30778 17.18838 9.25249
C 16.87608 16.44636 10.93755
C 17.76279 15.92674 9.98849
C 18.83531 15.16474 10.41314
C 18.99821 14.84739 11.77258
C 18.11652 15.41212 12.68587
C 17.05276 16.20010 12.29362
S 16.00263 16.91057 13.51559
C 12.28237 16.24583 12.88745
C 11.63006 16.27372 14.10108
C 10.31779 15.83641 14.22282
C 9.66075 15.41271 13.06280
C 10.25959 15.44698 11.80290
C 11.60140 15.82566 11.75126
S 12.67283 15.94694 10.35640
H 12.49755 20.16430 12.32530
H 12.56164 19.01070 13.67175
H 13.88325 20.16241 13.44332
H 14.95348 20.35061 11.68038
H 14.20734 19.63795 10.26702
H 16.53824 19.13284 10.06424
H 16.72872 18.68203 11.74842
H 16.03373 17.73817 8.63138
H 15.21181 16.16328 8.94445
H 14.35707 17.67275 9.19341
H 17.68911 16.13766 8.91427
H 19.51286 14.76206 9.68985
H 19.82229 14.21456 12.07695
H 18.27876 15.25945 13.75604
H 12.13320 16.73864 14.98820
H 9.79780 15.77225 15.19057
H 8.64534 15.04027 13.16050
H 9.71846 15.13607 10.94033
F 12.31779 12.86476 11.16995
C 11.73488 12.03993 12.02474
C 10.53466 11.49400 11.75987
F 9.91341 11.80232 10.61701
C 9.85557 10.57966 12.66043
C 10.64269 10.21062 13.79870
C 11.85512 10.74221 14.06829
F 12.45895 10.35223 15.16368
C 12.51118 11.71948 13.22295
C 13.69402 12.30047 13.42807
C 14.22310 13.41124 12.64291
N 14.61011 14.37246 12.14648
C 14.51403 12.00217 14.55396
N 15.10746 11.71722 15.50680
F 10.08920 9.37331 14.67311
C 8.61098 10.13452 12.42292
C 7.73345 10.61584 11.35896
N 6.85173 10.87920 10.67917
C 7.98132 9.04439 13.11747
N 7.45040 8.15548 13.62554
O 10.40718 19.67987 11.35038
H 10.56753 19.09032 12.09272
H 10.44033 19.15304 10.51946
S 11.49095 23.66476 5.35036
C 11.23764 22.19732 6.09256
S 12.18936 20.74479 5.87128
C 11.26665 19.96918 7.16169
N 10.26635 20.74174 7.64143
N 10.30719 21.90932 7.02625
C 9.29470 22.88520 7.47048
C 9.39363 23.31671 8.77532
C 8.46896 24.21791 9.25935
C 7.43495 24.69411 8.45072
C 7.36307 24.25672 7.15756
C 8.31733 23.35173 6.66607
S 11.60939 18.44303 7.78683
H 10.18530 22.96299 9.41997
H 8.59589 24.56071 10.28813
H 6.76054 25.41475 8.88040
H 6.57980 24.60706 6.46532
H 8.36359 23.01340 5.63280

* ΔE to the lowest compared entry with this formula, charge and spin: 200.6 kJ/mol
* spin multiplicity: 3
* total charge: 0
* electronic energy: -142432.250 eV

Entry 4:
Entry from the Open Molecules 2025 dataset: C36H26F10GeN3Pt as an isolated structure in a non-equilibrium geometry (the ωB97M-V functional and the def2-TZVPD basis).

Positions of all 77 atoms, in Å:
Pt 1.38686 0.45451 -0.88167
C 1.39688 3.70382 -1.28991
N 2.09955 2.72699 -0.47077
C 3.51898 2.68070 -0.82780
C 4.28199 1.48679 -0.27486
N 3.59471 0.23254 -0.54843
C 4.29526 -0.90352 -0.39366
C 5.61478 -1.05234 0.11840
F 6.31206 0.00502 0.61738
C 6.28767 -2.25807 0.19757
F 7.53793 -2.27591 0.69305
C 5.70072 -3.43872 -0.20429
F 6.35820 -4.61346 -0.13975
C 4.40226 -3.36205 -0.67969
F 3.78377 -4.48439 -1.08152
C 3.73672 -2.16011 -0.76127
F 2.48493 -2.21978 -1.25359
C 1.81725 2.91630 0.95247
C 1.89754 1.64616 1.79206
N 1.08817 0.57360 1.24029
C 0.89137 -0.50869 2.04282
C 1.38362 -0.68574 3.36281
F 2.22878 0.20353 3.94225
C 1.06528 -1.76063 4.17508
F 1.58359 -1.81909 5.41246
C 0.23425 -2.76807 3.73922
F -0.08606 -3.80852 4.52891
C -0.25046 -2.66825 2.44804
F -1.06060 -3.62455 1.97210
C 0.07309 -1.59799 1.64440
F -0.45661 -1.64964 0.41115
H 1.67664 4.73407 -1.01968
H 0.32011 3.58656 -1.16893
H 1.63665 3.53744 -2.33833
H 4.03486 3.60119 -0.50350
H 3.55691 2.63960 -1.91809
H 4.47207 1.64197 0.79328
H 5.26244 1.52687 -0.76221
H 0.80033 3.30963 1.02109
H 2.49452 3.66786 1.38798
H 1.54460 1.93600 2.78618
H 2.94190 1.34962 1.91007
C -0.22341 0.29983 -1.54768
Ge -2.11715 0.10380 -1.02934
C -2.78452 -1.54075 -1.84211
C -4.15340 -1.79883 -1.91150
C -4.62940 -2.97796 -2.46672
C -3.73641 -3.91714 -2.96230
C -2.37252 -3.67382 -2.90074
C -1.89945 -2.49287 -2.34502
C -2.50376 0.05099 0.89117
C -3.18311 -1.02947 1.44773
C -3.43276 -1.09159 2.81255
C -3.00211 -0.07010 3.64457
C -2.31050 1.00687 3.10791
C -2.06140 1.06055 1.74548
C -3.11044 1.60048 -1.83788
C -3.10195 2.86655 -1.25167
C -3.72506 3.94660 -1.85972
C -4.37349 3.77923 -3.07472
C -4.39240 2.52878 -3.67325
C -3.76141 1.45389 -3.06163
H -4.86022 -1.07112 -1.52535
H -5.69563 -3.16468 -2.51095
H -4.10450 -4.83956 -3.39471
H -1.67242 -4.40594 -3.28328
H -0.83228 -2.31224 -2.29875
H -3.50107 -1.85110 0.81627
H -3.94913 -1.94870 3.22671
H -3.19381 -0.11722 4.70923
H -1.94616 1.79555 3.75508
H -1.46414 1.87632 1.35365
H -2.61266 3.01708 -0.29601
H -3.70473 4.91996 -1.38416
H -4.85874 4.62056 -3.55378
H -4.89700 2.38904 -4.62155
H -3.77638 0.48577 -3.54865

* total charge: -1
* electronic energy: -129157.705 eV